(1)
A cluster of 11 separate species, C45H67BN10O in total at a distorted geometry. Source: OMol25; level of theory: ωB97M-V with the def2-TZVPD basis set.

The geometry in XYZ format:
```
124
Properties=species:S:1:pos:R:3:forces:R:3:mulliken_charge:R:1
H 23.556 8.318 33.406 0.55 1.01 -1.57 0.41
C 21.806 2.452 35.357 6.67 3.76 8.82 -0.59
N 24.463 10.380 26.771 5.23 0.24 2.68 0.10
H 21.288 9.382 28.802 -0.32 -0.12 2.43 0.31
H 30.434 9.802 33.794 -1.81 -2.10 1.33 0.27
C 26.236 7.502 33.406 -0.56 -1.73 0.84 -1.08
C 29.581 6.824 28.135 -0.38 4.70 -2.81 -0.31
H 25.143 5.625 29.012 -3.05 -2.54 -0.91 0.56
C 26.615 10.028 27.563 -4.12 1.85 -0.59 0.33
B 29.142 4.195 32.264 -0.47 -5.72 -2.76 0.65
C 29.713 8.076 27.397 2.21 -0.95 11.58 -1.10
H 26.086 4.947 33.814 1.72 -1.32 -0.73 0.82
H 24.180 -0.950 33.727 -0.58 -3.84 2.52 0.49
H 23.344 3.971 38.104 0.28 -1.20 -1.32 0.34
H 25.390 10.199 34.772 0.44 -0.83 0.36 0.95
H 30.643 10.087 28.293 0.04 0.44 -0.19 0.45
N 25.503 0.583 33.252 -3.50 1.66 -3.30 0.06
H 24.048 14.369 34.409 0.00 0.81 -0.14 0.45
C 23.653 7.257 33.449 -0.52 -0.83 0.40 -1.76
C 25.805 6.290 29.350 4.04 3.46 -0.97 -1.30
C 23.164 3.316 37.199 -1.54 -0.31 -2.74 -0.53
H 29.132 5.930 27.876 -0.70 -1.55 -0.87 0.55
H 25.165 5.528 35.182 -0.51 -0.07 -3.46 -0.29
H 22.395 0.342 32.420 -3.64 -1.04 -0.65 0.64
C 26.574 8.008 30.995 1.96 -0.76 3.89 -0.74
H 20.808 3.620 37.071 -0.59 0.10 0.64 0.41
N 22.164 4.000 26.042 -0.15 3.29 2.89 0.07
C 23.328 0.682 32.498 7.38 0.52 -0.84 -1.10
H 23.669 10.117 26.372 -4.21 -0.67 -1.92 0.12
H 24.083 8.042 37.596 0.27 -0.60 0.35 0.45
C 25.468 9.434 26.899 2.30 0.41 0.14 -0.79
C 24.938 7.593 38.113 2.92 -2.18 -0.19 -0.47
H 27.682 7.860 39.824 0.58 0.51 0.40 0.16
C 26.373 12.094 33.807 -4.42 -1.58 3.12 -0.84
H 19.971 6.871 32.050 1.43 2.64 -0.49 0.31
H 20.713 6.706 29.724 0.24 1.21 0.70 0.62
H 25.715 9.555 38.839 1.14 -2.71 0.33 0.35
H 27.905 7.951 37.070 0.37 -0.96 -1.28 0.27
H 22.950 6.719 32.768 -0.24 0.73 1.16 0.23
C 30.230 9.115 28.430 0.69 -7.43 1.33 -0.30
C 21.892 5.359 25.885 1.37 -1.29 7.78 -1.08
H 25.643 9.385 32.354 0.58 -0.65 0.91 0.09
H 26.210 0.242 33.777 3.16 -0.67 1.59 0.11
C 26.122 11.467 27.908 0.89 -1.27 -0.66 -0.65
C 21.679 3.138 36.716 5.82 -1.95 -4.07 -0.75
C 24.077 2.734 36.109 -4.75 1.93 3.18 -0.45
C 25.492 6.173 38.034 5.21 6.61 4.66 -0.80
H 25.074 2.774 35.709 0.55 0.07 1.04 0.56
H 22.707 2.378 27.513 -1.05 4.12 -0.34 0.27
H 28.577 3.427 33.130 0.32 -0.20 -0.77 -0.24
H 24.112 12.401 27.231 0.47 -0.22 0.52 0.42
H 25.983 6.992 28.380 -0.28 -1.17 2.61 -0.05
H 27.627 5.821 39.158 4.03 -4.31 1.39 0.61
C 21.049 9.098 29.901 -0.48 -2.16 2.27 -0.25
H 31.083 8.469 30.461 1.45 0.56 3.25 0.64
N 26.961 7.570 39.212 -2.41 2.14 -1.48 -0.08
H 29.923 6.055 29.961 0.25 2.54 -0.47 0.21
H 23.886 2.409 30.906 -0.65 0.57 -0.40 0.82
H 23.418 7.275 34.538 -0.02 -1.47 -0.57 0.43
C 25.897 8.394 38.752 -1.20 0.37 0.07 -0.39
H 26.626 8.908 30.494 0.28 1.26 -2.41 0.57
C 29.081 10.526 35.422 -3.02 -9.16 1.32 -0.93
H 21.841 7.100 27.518 0.14 -3.25 -0.67 -0.01
H 24.451 4.816 33.727 -9.36 -8.14 -2.42 2.33
H 21.612 5.706 24.981 -0.70 1.37 -2.58 0.51
C 25.006 6.559 33.211 1.00 3.62 -1.62 3.25
C 29.099 8.124 35.234 2.83 2.53 -3.18 -0.66
C 24.797 11.565 27.392 1.75 -0.10 -0.02 -0.42
N 23.209 2.246 35.214 -1.80 -0.71 -2.26 -0.02
C 24.648 13.499 34.347 -0.80 -4.41 2.29 -0.55
H 26.344 14.179 33.197 -1.02 -1.51 1.00 0.27
H 20.107 9.043 33.279 0.11 0.47 -0.13 0.48
H 20.828 11.040 31.206 0.26 -0.72 0.34 0.43
H 29.554 8.188 26.479 -1.50 1.12 -7.41 0.82
H 28.480 4.196 31.235 -0.60 0.60 -0.11 -0.34
N 29.917 6.984 29.396 2.53 -1.41 2.89 0.03
C 20.840 7.660 30.293 -0.84 5.21 0.91 -0.44
C 28.129 9.794 36.423 3.23 3.14 -2.75 -0.24
C 25.135 5.340 33.936 8.06 6.37 7.57 -4.25
H 27.151 6.875 33.646 -0.84 0.71 -0.92 0.02
H 23.476 11.924 35.747 0.57 0.57 -1.13 0.35
C 22.260 4.852 28.278 -0.47 -1.22 -3.60 0.19
C 25.394 11.248 34.666 0.37 6.14 -2.78 -0.05
C 22.403 3.600 27.330 0.26 -0.11 2.65 -0.59
C 24.271 12.162 35.002 3.73 1.79 -2.12 -1.14
H 21.180 2.124 34.702 -3.73 -2.00 -3.84 0.63
H 24.303 8.731 29.428 -0.08 -1.72 1.79 -0.12
H 23.348 7.290 29.636 0.01 -0.69 0.39 0.01
C 29.620 9.405 34.550 -1.29 1.08 3.92 -0.49
C 25.478 1.662 32.367 -2.13 0.76 -1.84 -0.56
H 26.780 5.708 29.497 -1.25 1.04 0.26 0.16
H 27.576 9.559 27.780 -0.43 0.25 -0.05 0.30
H 29.444 7.120 35.027 -0.33 0.04 -0.04 0.62
N 25.046 6.207 31.678 -0.76 -7.36 -1.28 0.82
C 24.323 -0.102 33.255 -2.07 6.95 -3.87 -0.42
H 27.584 7.418 31.029 -2.03 0.81 -0.75 -0.06
H 27.248 11.719 33.346 0.71 0.21 -0.39 0.63
N 25.860 13.396 33.716 0.34 -1.16 -0.19 -0.07
C 25.352 7.163 30.583 1.65 -1.62 -2.04 2.10
N 20.451 7.770 31.655 -1.02 -4.14 -0.54 0.00
O 24.869 4.928 31.330 0.91 7.71 2.45 -0.27
N 28.260 8.421 36.226 -0.79 3.30 1.83 0.36
C 26.464 8.626 32.469 -11.43 -5.85 -7.51 -2.54
H 22.230 4.996 29.480 0.38 -0.79 -3.43 0.14
H 27.556 10.291 37.249 0.56 -1.07 -1.05 0.19
C 26.853 6.286 38.817 -8.89 3.44 -3.95 -1.03
C 20.423 9.002 32.248 1.32 1.10 -3.80 -0.67
C 21.952 5.918 27.267 0.11 0.19 -0.72 0.38
H 25.353 8.440 26.338 0.26 1.66 1.21 0.31
H 29.269 5.017 32.874 0.64 5.77 3.01 -0.66
C 24.079 1.734 31.693 3.93 -3.45 6.16 -0.42
H 30.247 3.793 31.837 -0.28 -0.12 0.49 -0.21
H 26.401 2.353 32.204 -1.73 -1.52 0.40 0.44
H 26.055 8.015 34.302 -0.53 0.24 2.02 0.30
H 27.188 8.949 32.859 11.02 5.72 4.24 2.08
C 20.861 9.944 31.217 -0.96 -3.48 -1.68 -0.70
H 25.165 5.318 37.654 -1.59 -3.26 -1.64 1.06
C 24.052 7.866 30.219 3.28 0.25 -6.39 -2.04
C 30.578 8.188 29.647 -4.69 1.77 -7.06 -0.96
H 26.835 12.314 28.384 -2.22 -2.22 -1.22 0.25
H 29.254 11.505 35.257 0.23 3.08 -0.19 0.68
H 23.663 8.304 30.978 -2.95 2.83 4.92 1.04
H 23.609 1.752 34.388 -0.90 0.55 0.72 0.39
H 22.126 3.494 25.234 0.18 -2.31 -1.90 0.14
```
Positions in Å, forces in eV/Å.

The value obtained for the largest force on an atom is 14.9 eV/Å. The orbital gap comes out at 0.1520 hartree. The energy above the lowest of the compared OMol25 structures with the same formula, charge and spin is 431.5 kJ/mol. The value obtained for the total energy is -65345.8161 eV.

(2)
The molecule CH2O at a distorted geometry. Source: OMol25; level of theory: ωB97M-V with the def2-TZVPD basis set.

The geometry in XYZ format:
```
4
Properties=species:S:1:pos:R:3:forces:R:3:mulliken_charge:R:1
O -0.346 -0.035 -1.148 0.00 0.60 -2.76 -0.34
C 0.058 0.036 -0.058 -1.80 -2.42 4.67 -0.05
H 0.745 0.716 0.450 0.59 0.56 -0.68 0.24
H -0.457 -0.716 0.756 1.21 1.26 -1.23 0.15
```
Positions in Å, forces in eV/Å.

The value obtained for the largest force on an atom is 5.6 eV/Å. As for the SMILES: C=O. The orbital gap comes out at 0.4092 hartree. The energy above the lowest of the compared OMol25 structures with the same formula, charge and spin is 30.5 kJ/mol. The value obtained for the total energy is -3115.6130 eV.